Computed, not measured: a 13-piece molecular cluster, C49H121N3O23 overall at a distorted geometry, with ωB97M-V with the def2-TZVPD basis set.

Bonds (Å) are listed after each position.
Atoms and positions in Å:
1 C 6.75 20.74 -10.42  O2 1.499, H7 1.090, H8 1.090, H9 1.090
2 O 7.58 21.92 -10.84  C1 1.499, C3 1.411
3 C 8.43 21.74 -11.95  O2 1.411, C4 1.553, H10 1.090, H11 1.090
4 C 9.80 21.07 -11.66  C3 1.553, O5 1.407, H12 1.090, H13 1.090
5 O 9.61 19.72 -11.29  C4 1.407, C6 1.450
6 C 10.76 18.95 -11.73  O5 1.450, H14 1.090, H15 1.090, H16 1.090
7 H 6.21 20.29 -11.25  C1 1.090
8 H 6.01 20.95 -9.64  C1 1.090
9 H 7.37 19.93 -10.06  C1 1.090
10 H 8.73 22.76 -12.21  C3 1.090
11 H 7.91 21.21 -12.75  C3 1.090
12 H 10.45 21.57 -10.95  C4 1.090
13 H 10.25 21.26 -12.64  C4 1.090
14 H 10.61 18.07 -11.11  C6 1.090
15 H 11.74 19.38 -11.55  C6 1.090
16 H 10.58 18.67 -12.77  C6 1.090
17 C 2.21 14.65 -7.71  O18 1.403, H23 1.090, H24 1.090, H25 1.090
18 O 1.74 14.87 -6.41  C17 1.403, C19 1.456
19 C 0.30 14.74 -6.28  O18 1.456, C20 1.470, H26 1.090, H27 1.090
20 C -0.14 13.37 -5.97  C19 1.470, O21 1.414, H28 1.090, H29 1.090
21 O 0.35 13.12 -4.66  C20 1.414, C22 1.372
22 C 0.92 11.88 -4.57  O21 1.372, H30 1.090, H31 1.090, H32 1.090
23 H 2.36 13.60 -7.94  C17 1.090
24 H 3.09 15.23 -8.02  C17 1.090
25 H 1.45 14.82 -8.47  C17 1.090
26 H -0.22 15.15 -7.14  C19 1.090
27 H 0.05 15.34 -5.40  C19 1.090
28 H 0.27 12.62 -6.64  C20 1.090
29 H -1.21 13.19 -6.06  C20 1.090
30 H 0.20 11.08 -4.71  C22 1.090
31 H 1.26 11.85 -3.54  C22 1.090
32 H 1.79 11.71 -5.21  C22 1.090
33 C 3.23 19.57 -1.09  O34 1.395, H39 1.090, H40 1.090, H41 1.090
34 O 3.10 20.95 -1.19  C33 1.395, C35 1.439
35 C 4.00 21.45 -2.20  O34 1.439, C36 1.588, H42 1.090, H43 1.090
36 C 3.69 22.93 -2.68  C35 1.588, O37 1.414, H44 1.090, H45 1.090
37 O 4.71 23.49 -3.48  C36 1.414, C38 1.379
38 C 4.61 24.87 -3.58  O37 1.379, H46 1.090, H47 1.090, H48 1.090
39 H 4.17 19.14 -0.76  C33 1.090
40 H 2.89 19.12 -2.03  C33 1.090
41 H 2.49 19.12 -0.42  C33 1.090
42 H 3.99 20.81 -3.08  C35 1.090
43 H 4.99 21.45 -1.76  C35 1.090
44 H 3.62 23.50 -1.75  C36 1.090
45 H 2.78 22.99 -3.27  C36 1.090
46 H 5.20 25.29 -4.39  C38 1.090
47 H 5.07 25.30 -2.69  C38 1.090
48 H 3.60 25.21 -3.78  C38 1.090
49 C 4.54 24.04 -9.24  O50 1.492, H55 1.090, H56 1.090, H57 1.090
50 O 3.80 24.16 -10.53  C49 1.492, C51 1.483
51 C 4.27 23.23 -11.58  O50 1.483, C52 1.603, H58 1.090, H59 1.090
52 C 3.45 23.57 -12.91  C51 1.603, O53 1.432, H60 1.090, H61 1.090
53 O 2.11 23.13 -12.66  C52 1.432, C54 1.423
54 C 1.25 23.88 -13.51  O53 1.423, H62 1.090, H63 1.090, H64 1.090
55 H 5.61 24.19 -9.36  C49 1.090
56 H 4.34 23.10 -8.74  C49 1.090
57 H 4.40 24.89 -8.56  C49 1.090
58 H 4.30 22.18 -11.30  C51 1.090
59 H 5.33 23.45 -11.75  C51 1.090
60 H 3.78 22.92 -13.73  C52 1.090
61 H 3.51 24.62 -13.20  C52 1.090
62 H 0.23 23.50 -13.40  C54 1.090
63 H 1.43 23.49 -14.52  C54 1.090
64 H 1.36 24.96 -13.56  C54 1.090
65 C -7.21 20.31 -8.48  O66 1.476, H71 1.090, H72 1.090, H73 1.090
66 O -6.89 18.89 -8.21  C65 1.476, C67 1.390
67 C -5.80 18.42 -8.93  O66 1.390, C68 1.534, H74 1.090, H75 1.090
68 C -4.45 19.05 -8.56  C67 1.534, O69 1.436, H76 1.090, H77 1.090
69 O -3.47 19.12 -9.61  C68 1.436, C70 1.360
70 C -2.20 19.38 -9.20  O69 1.360, H78 1.090, H79 1.090, H80 1.090
71 H -6.57 21.06 -8.02  C65 1.090
72 H -8.23 20.49 -8.13  C65 1.090
73 H -7.20 20.62 -9.52  C65 1.090
74 H -5.82 18.72 -9.98  C67 1.090
75 H -5.74 17.36 -8.72  C67 1.090
76 H -4.05 18.39 -7.79  C68 1.090
77 H -4.65 20.02 -8.11  C68 1.090
78 H -2.09 20.35 -8.72  C70 1.090
79 H -1.59 19.35 -10.10  C70 1.090
80 H -1.80 18.64 -8.49  C70 1.090
81 C 0.71 17.07 -3.05  O82 1.390, H87 1.090, H88 1.090, H89 1.090
82 O 1.81 16.22 -3.10  C81 1.390, C83 1.442
83 C 2.91 16.65 -3.92  O82 1.442, C84 1.567, H90 1.090, H91 1.090
84 C 3.86 15.46 -4.29  C83 1.567, O85 1.424, H92 1.090, H93 1.090
85 O 4.63 14.77 -3.32  C84 1.424, C86 1.454
86 C 3.92 13.85 -2.45  O85 1.454, H94 1.090, H95 1.090, H96 1.090
87 H 0.85 17.91 -2.37  C81 1.090
88 H -0.15 16.59 -2.58  C81 1.090
89 H 0.36 17.39 -4.03  C81 1.090
90 H 3.48 17.54 -3.64  C83 1.090
91 H 2.45 17.00 -4.84  C83 1.090
92 H 4.61 16.00 -4.87  C84 1.090
93 H 3.38 14.67 -4.88  C84 1.090
94 H 2.95 14.22 -2.12  C86 1.090
95 H 4.57 13.66 -1.59  C86 1.090
96 H 3.75 12.90 -2.95  C86 1.090
97 C 2.97 14.94 -10.98  O98 1.386, H103 1.090, H104 1.090, H105 1.090
98 O 4.10 14.30 -10.49  C97 1.386, C99 1.399
99 C 5.31 14.92 -10.83  O98 1.399, C100 1.534, H106 1.090, H107 1.090
100 C 5.61 16.16 -9.98  C99 1.534, O101 1.398, H108 1.090, H109 1.090
101 O 6.06 15.52 -8.82  C100 1.398, C102 1.397
102 C 6.32 16.27 -7.67  O101 1.397, H110 1.090, H111 1.090, H112 1.090
103 H 2.91 14.68 -12.04  C97 1.090
104 H 2.81 15.99 -10.74  C97 1.090
105 H 2.17 14.34 -10.53  C97 1.090
106 H 5.49 15.18 -11.87  C99 1.090
107 H 6.09 14.18 -10.64  C99 1.090
108 H 4.78 16.76 -9.59  C100 1.090
109 H 6.36 16.82 -10.41  C100 1.090
110 H 5.47 16.25 -6.99  C102 1.090
111 H 6.59 17.33 -7.76  C102 1.090
112 H 7.19 15.87 -7.17  C102 1.090
113 C 1.33 20.18 -11.27  O114 1.406, H119 1.090, H120 1.090, H121 1.090
114 O 2.21 19.09 -11.38  C113 1.406, C115 1.458
115 C 3.12 19.21 -12.51  O114 1.458, C116 1.527, H122 1.090, H123 1.090
116 C 4.12 18.07 -12.62  C115 1.527, O117 1.389, H124 1.090, H125 1.090
117 O 5.40 18.38 -13.08  C116 1.389, C118 1.469
118 C 5.42 18.95 -14.44  O117 1.469, H126 1.090, H127 1.090, H128 1.090
119 H 0.70 20.26 -10.39  C113 1.090
120 H 0.63 20.22 -12.11  C113 1.090
121 H 1.93 21.09 -11.38  C113 1.090
122 H 3.76 20.08 -12.43  C115 1.090
123 H 2.53 19.26 -13.43  C115 1.090
124 H 3.74 17.38 -13.38  C116 1.090
125 H 4.28 17.53 -11.69  C116 1.090
126 H 5.04 18.30 -15.23  C118 1.090
127 H 6.45 19.27 -14.61  C118 1.090
128 H 4.79 19.84 -14.37  C118 1.090
129 C 0.01 21.38 -2.30  O130 1.506, H135 1.090, H136 1.090, H137 1.090
130 O -0.26 21.96 -3.66  C129 1.506, C131 1.359
131 C 0.47 21.30 -4.60  O130 1.359, C132 1.556, H138 1.090, H139 1.090
132 C 0.56 22.27 -5.81  C131 1.556, O133 1.400, H140 1.090, H141 1.090
133 O 1.12 21.66 -6.94  C132 1.400, C134 1.464
134 C 1.05 22.47 -8.16  O133 1.464, H142 1.090, H143 1.090, H144 1.090
135 H 0.86 21.96 -1.93  C129 1.090
136 H 0.46 20.39 -2.43  C129 1.090
137 H -0.68 21.51 -1.47  C129 1.090
138 H 0.12 20.32 -4.94  C131 1.090
139 H 1.53 21.40 -4.37  C131 1.090
140 H 1.21 23.13 -5.66  C132 1.090
141 H -0.42 22.74 -5.90  C132 1.090
142 H 0.07 22.78 -8.53  C134 1.090
143 H 1.63 22.11 -9.01  C134 1.090
144 H 1.68 23.32 -7.91  C134 1.090
145 C 11.38 19.40 -3.01  O146 1.355, H151 1.090, H152 1.090, H153 1.090
146 O 10.51 19.98 -3.87  C145 1.355, C147 1.412
147 C 10.92 21.14 -4.56  O146 1.412, C148 1.517, H154 1.090, H155 1.090
148 C 9.81 21.39 -5.56  C147 1.517, O149 1.427, H156 1.090, H157 1.090
149 O 10.19 20.72 -6.77  C148 1.427, C150 1.456
150 C 9.19 20.85 -7.82  O149 1.456, H158 1.090, H159 1.090, H160 1.090
151 H 12.32 19.19 -3.53  C145 1.090
152 H 11.16 18.42 -2.59  C145 1.090
153 H 11.70 20.02 -2.18  C145 1.090
154 H 11.84 20.86 -5.08  C147 1.090
155 H 11.07 21.97 -3.86  C147 1.090
156 H 9.70 22.46 -5.72  C148 1.090
157 H 8.90 20.96 -5.14  C148 1.090
158 H 9.38 20.02 -8.50  C150 1.090
159 H 9.33 21.83 -8.28  C150 1.090
160 H 8.19 20.78 -7.37  C150 1.090
161 C -2.53 17.15 -4.45  C162 1.529, H166 1.090, H167 1.090, H168 1.090
162 C -2.05 18.10 -5.55  C161 1.529, O163 1.207, N164 1.336
163 O -1.06 17.84 -6.18  C162 1.207
164 N -2.71 19.23 -5.79  C162 1.336, C165 1.455, H169 1.010
165 C -3.91 19.65 -5.08  N164 1.455, H170 1.090, H171 1.090, H172 1.090
166 H -2.80 17.62 -3.50  C161 1.090
167 H -1.69 16.46 -4.32  C161 1.090
168 H -3.39 16.52 -4.70  C161 1.090
169 H -2.26 19.81 -6.48  N164 1.010
170 H -3.54 20.26 -4.25  C165 1.090
171 H -4.56 18.82 -4.79  C165 1.090
172 H -4.46 20.25 -5.80  C165 1.090
173 C 4.54 21.20 -6.67  C174 1.528, H178 1.090, H179 1.090, H180 1.090
174 C 4.05 19.77 -6.87  C173 1.528, O175 1.207, N176 1.362
175 O 4.81 18.84 -6.73  C174 1.207
176 N 2.75 19.57 -7.21  C174 1.362, C177 1.471, H181 1.010
177 C 2.10 18.36 -7.74  N176 1.471, H182 1.090, H183 1.090, H184 1.090
178 H 3.68 21.87 -6.70  C173 1.090
179 H 5.32 21.50 -7.37  C173 1.090
180 H 5.15 21.20 -5.77  C173 1.090
181 H 2.19 20.40 -7.33  N176 1.010
182 H 2.17 18.27 -8.82  C177 1.090
183 H 1.03 18.33 -7.57  C177 1.090
184 H 2.52 17.47 -7.25  C177 1.090
185 C 6.43 17.20 -1.84  C186 1.571, H190 1.090, H191 1.090, H192 1.090
186 C 7.80 17.91 -2.12  C185 1.571, O187 1.234, N188 1.287
187 O 8.66 17.82 -1.24  C186 1.234
188 N 8.12 18.41 -3.27  C186 1.287, C189 1.458, H193 1.010
189 C 7.21 18.57 -4.40  N188 1.458, H194 1.090, H195 1.090, H196 1.090
190 H 5.50 17.76 -1.87  C185 1.090
191 H 6.45 16.93 -0.79  C185 1.090
192 H 6.38 16.22 -2.33  C185 1.090
193 H 9.07 18.69 -3.44  N188 1.010
194 H 6.79 17.60 -4.69  C189 1.090
195 H 7.73 19.11 -5.18  C189 1.090
196 H 6.36 19.24 -4.26  C189 1.090

HOMO energy: -0.3108 hartree
Energy: -104320.9483 eV
Molar mass: 1120.51 g mol⁻¹
Kohn-Sham gap: 8.84 eV
F_max: 4.4 eV/A